1.
Here is 8 unconnected molecules or ions with the total composition H16O8 from the OMol25 dataset. Energies are from ωB97M-V/def2-TZVPD.

Summary:
electronic energy = -16638.1781 eV
SMILES string = O.O.O.O.O.O.O.O
HOMO energy = -10.609 eV
energy relative to the best compared isomer or geometry (same formula, charge and spin) = 88.4 kcal/mol

Cartesian coordinates (Å):
O -11.87295 -30.79143 -15.25685
H -12.09613 -30.33280 -14.38633
H -10.95956 -30.60228 -15.45909
O -10.05230 -27.64066 -16.74215
H -9.82194 -27.45038 -17.60867
H -9.68769 -26.83561 -16.27282
O -6.47172 -32.50718 -17.68659
H -5.59679 -32.44746 -17.30714
H -6.98286 -32.47132 -16.86142
O -5.61946 -30.12002 -15.16967
H -4.78090 -30.66448 -15.03291
H -6.38745 -30.38467 -14.66071
O -9.27362 -29.78899 -15.17121
H -8.85910 -30.54801 -15.65389
H -9.55454 -29.16432 -15.90105
O -8.29775 -32.62556 -15.50770
H -8.00791 -32.70266 -14.50964
H -9.16112 -33.06256 -15.37237
O -12.81026 -28.16293 -16.74630
H -11.97887 -28.00633 -16.49972
H -13.03494 -28.58109 -17.60452
O -8.41200 -30.28691 -12.60727
H -8.72957 -30.01991 -13.45489
H -8.86623 -30.91420 -12.36163

Atomic partial charges in e from the Löwdin method, atoms 1 to 6: O -0.091; H 0.080; H -0.041; O -0.017; H 0.034; H 0.124

=====

2.
Here is C4H6O2S in the gas phase from the OMol25 dataset. Energies are from ωB97M-V/def2-TZVPD.

Summary:
electronic energy = -19169.2734 eV
SMILES string = O=S1#C[C@@H](O)CC1
HOMO energy (spin up / spin down) = -8.979 / -8.974 eV
energy relative to the best compared isomer or geometry (same formula, charge and spin) = 139.1 kcal/mol

Cartesian coordinates (Å):
O 1.54824 -2.45740 -0.95005
S 0.62743 -1.27537 -1.05740
C 1.53814 0.17739 -0.76526
C 0.59069 1.10921 -0.09805
O -0.13708 1.74523 -1.12878
C -0.38240 0.22518 0.66203
C -0.68642 -1.20693 0.22017
H 1.12386 1.91022 0.49073
H -0.52005 2.42259 -0.52017
H -1.37307 0.70376 0.80273
H 0.05270 -0.08376 1.63180
H -0.83258 -2.01466 1.02749
H -1.54947 -1.25547 -0.31526

Atomic partial charges in e from the Löwdin method, atoms 1 to 6: O -0.529; S 0.938; C -0.032; C -0.531; O -0.040; C -0.231

=====

3.
Here is a molecular structure, C7H27BN7NiO4 from the OMol25 dataset. Energies are from ωB97M-V/def2-TZVPD.

Summary:
electronic energy = -68032.6536 eV
expectation value of S² = 3.7536
HOMO energy (spin up / spin down) = -2.342 / -9.326 eV
spin multiplicity = 4

Cartesian coordinates (Å):
Ni -0.51012 -0.06412 0.32133
B -2.60178 -0.21578 1.32056
H -2.45869 0.27748 2.26948
H -2.23122 0.37052 0.49401
H -2.07968 -1.15966 1.34791
H -3.67205 -0.32266 1.23496
C -0.81076 4.30356 0.96518
C -0.96410 2.81811 0.50164
C -0.50222 2.70521 -1.00884
O -0.69787 1.35777 -1.35695
C -0.41123 1.30100 -2.82271
N -0.16799 1.89119 1.19861
H 0.26504 4.45495 0.87666
H -1.18923 4.51772 1.96468
H -1.15892 5.11088 0.32089
H -2.01257 2.54283 0.38741
H 0.56940 2.90454 -1.01164
H -1.10153 3.32128 -1.67920
H -1.14022 1.72519 -3.51318
H -0.37492 0.26236 -3.15135
H 0.55704 1.60246 -3.22231
H 0.73700 2.27063 0.95961
H -0.05354 2.18402 2.15844
C 2.41006 -0.48619 -0.92173
O 1.33866 0.03381 -0.63350
N 3.54068 0.13548 -0.93397
N 2.58134 -1.74600 -1.22735
H 4.44495 -0.28961 -1.08130
H 3.45812 0.86030 -0.23545
H 3.48534 -1.94141 -1.63319
H 1.83172 -2.42274 -1.21380
C -1.80185 -2.45563 -1.28391
O -0.97876 -1.60817 -0.91562
N -3.04962 -2.41375 -0.90382
N -1.55285 -3.52614 -1.98093
H -3.69283 -3.16452 -1.11050
H -3.31968 -1.65551 -0.29371
H -2.11085 -4.33570 -1.74995
H -0.58346 -3.66044 -2.23059
C 1.54134 -1.78681 2.29380
O 0.61877 -1.18851 1.76898
N 2.15487 -1.33829 3.37536
N 2.13876 -2.76229 1.82239
H 2.94782 -1.89875 3.65324
H 2.08511 -0.34405 3.53884
H 1.64415 -2.98689 0.97092
H 2.87839 -3.17763 2.37062

Atomic partial charges in e from the Löwdin method, atoms 1 to 6: Ni 0.649; B -0.394; H -0.034; H -0.061; H -0.042; H -0.027

=====

4.
Here is 2 unconnected molecules or ions with the total composition C6H12O from the OMol25 dataset. Energies are from ωB97M-V/def2-TZVPD.

Summary:
electronic energy = -8457.5134 eV
HOMO energy = -10.323 eV
energy relative to the best compared isomer or geometry (same formula, charge and spin) = 157.7 kcal/mol

Cartesian coordinates (Å):
C -2.49587 -0.23701 -0.38960
O -0.64574 2.26515 -0.05853
C -1.07287 -0.79352 -0.43316
C -0.30188 -0.46036 0.87519
C 0.87357 0.53434 0.78858
C 2.93703 -0.13874 -0.41386
C 1.73152 0.41720 -0.42295
H -2.42323 0.83926 -0.27013
H -3.02918 -0.43155 -1.32399
H -3.08168 -0.66816 0.42645
H -0.53375 -0.35886 -1.27283
H -1.08769 -1.87683 -0.57302
H 0.05344 -1.37959 1.34409
H -1.04606 0.00714 1.52326
H 1.49078 0.47053 1.68278
H 0.40234 1.59945 0.66537
H 3.39391 -0.44910 0.52074
H 3.50870 -0.17538 -1.33140
H 1.32666 0.83604 -1.33697

Atomic partial charges in e from the Löwdin method, atoms 1 to 6: C -0.122; O -0.153; C -0.249; C -0.188; C -0.154; C 0.033

=====

5.
Here is 2 unconnected molecules or ions with the total composition C4H11B from the OMol25 dataset. Energies are from ωB97M-V/def2-TZVPD.

Summary:
electronic energy = -4996.5654 eV
HOMO energy (spin up / spin down) = -7.331 / -7.170 eV
energy relative to the best compared isomer or geometry (same formula, charge and spin) = 142.1 kcal/mol

Cartesian coordinates (Å):
B 2.62111 -0.14223 0.36063
C -0.97415 -1.48001 -0.33456
C -0.26626 1.66216 -0.60914
C -0.88947 -0.55345 0.80673
C -0.26789 0.77265 0.55482
H 2.61831 0.22013 -0.78932
H 3.18163 -0.90465 0.94417
H 0.00833 -1.54382 -0.86693
H -1.51268 -0.91514 -0.95553
H -1.28782 -2.45303 0.06184
H 0.29241 2.57903 -0.41415
H -1.32707 1.91916 -0.72888
H 0.02937 1.18087 -1.65461
H -1.84035 -0.34329 1.20833
H -0.35039 -0.99584 1.60526
H -0.15292 1.31144 1.45221

Atomic partial charges in e from the Löwdin method, atoms 1 to 6: B 0.211; C -0.099; C -0.151; C -0.322; C -0.199; H -0.060

=====

6.
Here is 7 unconnected molecules or ions with the total composition C23H50NO19S3 from the OMol25 dataset. Energies are from ωB97M-V/def2-TZVPD.

Summary:
total charge = +1
electronic energy = -97537.7757 eV
HOMO energy = -12.062 eV
energy relative to the best compared isomer or geometry (same formula, charge and spin) = 70.5 kcal/mol

Cartesian coordinates (Å):
C -1.39946 1.55201 1.57004
N -0.28046 1.97001 0.55604
C 0.80154 2.66801 1.31604
C 0.24854 0.77901 -0.21796
C -1.03646 2.82001 -0.43696
C -0.21146 3.43201 -1.62996
O -0.97446 4.38601 -2.32196
H -1.68446 2.63601 2.10004
H -0.86846 1.00801 2.52404
H -2.10246 0.95401 1.20104
H 1.01954 2.24601 2.22104
H 0.63454 3.70001 1.38604
H 1.73054 2.58301 0.74104
H 0.45654 0.06001 0.59404
H 1.02254 1.01901 -0.65596
H -0.60646 0.30401 -0.70196
H -1.45946 3.73101 0.05704
H -1.83346 2.08301 -0.76596
H -0.10146 2.75801 -2.40396
H 0.68554 3.93201 -1.40996
H -1.75646 4.06901 -2.46596
O -0.90146 1.21401 -6.21096
S -1.42346 0.64101 -4.95596
O -1.74146 1.48101 -3.85096
O -2.90646 -0.12699 -5.26596
C -3.91446 0.76901 -5.73396
C -4.99346 -0.11399 -6.40396
C -0.49246 -0.64199 -4.47396
H -3.71246 1.50501 -6.58596
H -4.18646 1.38301 -4.89996
H -5.16146 -1.09399 -5.87096
H -4.71046 -0.43399 -7.28196
H -5.87146 0.71601 -6.46696
H -0.87946 -0.86799 -3.38996
H 0.52354 -0.45599 -4.65196
H -0.56446 -1.50599 -5.16296
O 2.72754 -0.28499 3.65804
S 3.63454 0.84001 3.77904
O 3.50054 2.08201 3.00204
O 3.29854 1.31701 5.28604
C 2.37954 2.40701 5.52004
C 2.08954 2.54601 6.96204
C 5.30454 0.08301 3.85804
H 1.34154 2.30101 5.25104
H 2.78054 3.34301 5.00904
H 1.53054 1.73101 7.30704
H 1.78854 3.61901 7.25304
H 3.23554 2.28401 7.42604
H 5.83454 -0.15299 3.04104
H 5.32054 -0.88999 4.53904
H 5.85354 0.75301 4.55104
O -0.01146 -2.49099 0.31104
S 0.16554 -3.86499 0.59104
O 1.10354 -4.76599 -0.16496
O 0.65454 -3.89499 2.18204
C 2.03954 -3.50799 2.34404
C 2.67054 -3.56499 3.63604
C -1.31046 -4.66899 0.50604
H 2.13554 -2.48799 1.86304
H 2.44554 -4.28999 1.80204
H 2.43854 -4.82699 3.98904
H 2.20754 -2.80899 4.31004
H 3.65854 -3.59299 3.62704
H -1.49046 -4.70899 -0.41796
H -2.15646 -4.29899 1.00404
H -1.33346 -5.35299 1.12504
C 4.32554 2.00901 -4.27296
C 3.76654 2.27901 -2.87796
O 2.44554 2.19601 -3.09496
C 2.18954 2.30601 -4.37596
O 1.08554 2.50101 -4.78096
O 3.17954 2.09301 -5.12696
H 4.77754 1.20401 -4.61396
H 5.14454 2.55501 -4.60896
H 4.21854 3.15901 -2.51596
H 4.13854 1.43301 -2.20896
C -0.99146 -1.43699 3.77404
C -0.73946 -0.64199 5.02304
O -1.99546 0.05901 5.13804
C -2.66246 -0.23299 4.17204
O -3.87146 0.15501 4.13604
O -2.06446 -0.86699 3.31704
H -1.28346 -2.40299 3.75804
H -0.35646 -1.49699 3.04804
H 0.17854 0.16001 4.98804
H -0.54346 -1.52699 5.79304
C -4.45246 -3.21699 -3.05996
C -2.96646 -3.23299 -3.30296
O -2.41646 -2.40899 -2.27896
C -3.34946 -1.56899 -1.78696
O -3.12646 -0.72199 -1.06296
O -4.58146 -2.01999 -2.27196
H -4.85546 -4.23699 -2.51696
H -4.91946 -3.06399 -4.02396
H -2.82646 -2.80399 -4.22396
H -2.63346 -4.23799 -3.34096

Atomic partial charges in e from the Löwdin method, atoms 1 to 6: C 0.062; N -0.319; C 0.018; C 0.069; C -0.075; C -0.202

=====

7.
Here is C8H4N2O2S in the gas phase from the OMol25 dataset. Energies are from ωB97M-V/def2-TZVPD.

Summary:
electronic energy = -26263.7450 eV
HOMO energy = -9.485 eV
energy relative to the best compared isomer or geometry (same formula, charge and spin) = 12.0 kcal/mol

Cartesian coordinates (Å):
C -2.04343 0.06743 4.02202
C -2.38390 0.50097 2.92306
C -2.57722 1.30084 1.83178
C -2.55141 1.91471 0.79027
C 0.29792 -0.86937 -2.02286
C 2.38718 -1.16285 -1.77625
C 0.76590 0.16443 -1.25908
C 0.16636 1.44424 -0.88576
N 1.37065 -1.67073 -2.38475
N -1.04357 1.67355 -1.18370
O -2.98042 3.13311 -1.77890
O 2.08501 -0.09467 -1.06944
S -1.93571 3.05734 -0.77561
H -1.75777 -0.42163 4.82919
H -0.75039 -1.12649 -2.06676
H 3.47253 -1.23543 -1.85442
H 0.88351 2.11311 -0.48709

Atomic partial charges in e from the Löwdin method, atoms 1 to 6: C 0.165; C -0.142; C -0.168; C -0.069; C -0.034; C -0.195

=====

8.
Here is 2 unconnected molecules or ions with the total composition C7H10N2O from the OMol25 dataset. Energies are from ωB97M-V/def2-TZVPD.

Summary:
electronic energy = -12442.3511 eV
SMILES string = [H]/N=C(\N)C=C.CC#CC=O
HOMO energy = -9.474 eV
energy relative to the best compared isomer or geometry (same formula, charge and spin) = 163.7 kcal/mol

Cartesian coordinates (Å):
H 3.90460 -0.77594 -1.85970
N 3.75870 0.01772 -1.25017
C 2.77318 -0.09412 -0.46214
N 1.82592 -1.12330 -0.45642
C 2.48348 0.99681 0.49560
C 3.18949 2.12100 0.54019
H 1.51069 -1.30753 0.49971
H 2.23210 -1.96893 -0.82630
H 1.61903 0.82705 1.15107
H 2.93601 2.91723 1.24262
H 4.00297 2.23100 -0.17354
C -2.26696 -1.61022 0.54807
C -3.19754 -0.97323 -0.57383
C -3.99282 -0.06945 0.07114
C -4.64260 1.07499 -0.37512
O -4.28266 2.13268 -0.86391
H -2.74248 -2.49446 0.99364
H -1.28846 -1.87507 0.13183
H -2.13185 -0.91088 1.37807
H -5.69079 0.88462 -0.21083

Atomic partial charges in e from the Löwdin method, atoms 1 to 6: H 0.042; N 0.123; C -0.529; N 0.096; C -0.139; C 0.027